(1)
Molecular formula: C24H60BeClO26P4S3
Method: DFT, wB97M-V/def2-TZVPD

**Highest occupied orbital energy**: -11.293 eV
**HOMO-LUMO gap**: 3.03 eV

Structure (ORCA input):
```
! wB97M-V def2-TZVPD RIJCOSX def2/J DEFGRID3
* xyz 1 1
Be 21.262 14.785 13.369
Cl 21.286 17.701 15.100
O 22.310 16.806 14.696
O 20.103 17.201 14.417
O 21.093 17.597 16.501
O 21.589 19.048 14.663
C 26.681 16.052 10.627
C 27.188 14.700 11.166
C 26.035 13.963 11.870
S 25.275 15.217 12.924
O 26.085 15.451 14.115
O 23.838 15.130 13.024
C 25.646 16.532 11.680
H 26.131 15.951 9.691
H 27.514 16.723 10.432
H 27.935 14.890 11.939
H 27.670 13.996 10.488
H 26.314 13.173 12.568
H 25.215 13.610 11.243
H 25.899 17.439 12.235
H 24.675 16.819 11.273
C 27.094 17.752 17.150
C 25.756 18.343 17.616
C 24.941 18.616 16.347
S 26.200 19.523 15.347
O 26.341 20.830 15.978
O 25.857 19.393 13.951
C 27.537 18.494 15.853
H 27.043 16.680 16.960
H 27.837 17.864 17.941
H 25.865 19.261 18.195
H 25.210 17.685 18.294
H 24.029 19.208 16.372
H 24.741 17.634 15.915
H 28.514 18.955 15.704
H 27.659 17.706 15.104
C 22.928 16.960 21.840
C 23.678 17.805 20.802
C 22.621 18.621 20.003
S 21.017 18.493 20.888
O 20.242 17.418 20.287
O 20.540 19.832 21.035
C 21.786 17.827 22.367
H 23.577 16.757 22.694
H 22.560 15.978 21.539
H 24.209 17.203 20.065
H 24.360 18.449 21.353
H 22.290 18.229 19.041
H 22.874 19.678 20.027
H 21.095 17.305 23.025
H 22.197 18.694 22.888
C 18.757 20.924 17.329
O 19.528 22.092 17.124
P 20.345 22.695 18.361
O 20.914 24.034 18.092
O 19.335 22.474 19.573
C 19.581 23.039 20.842
O 21.460 21.546 18.654
C 22.300 21.128 17.593
H 17.776 20.963 16.855
H 18.635 20.639 18.373
H 19.215 20.051 16.851
H 20.074 22.281 21.450
H 18.605 23.330 21.235
H 20.111 23.988 20.746
H 22.351 21.903 16.821
H 21.982 20.204 17.112
H 23.332 21.155 17.950
C 17.829 11.849 17.513
O 18.660 12.483 16.549
P 19.319 13.909 16.766
O 20.207 14.375 15.657
O 18.074 14.909 16.963
C 18.201 16.051 17.777
O 20.036 13.793 18.190
C 20.974 14.749 18.689
H 18.000 10.775 17.554
H 16.791 12.020 17.231
H 18.033 12.279 18.494
H 19.067 16.657 17.495
H 18.531 15.749 18.776
H 17.261 16.592 17.838
H 22.022 14.481 18.567
H 20.801 14.926 19.749
H 20.917 15.761 18.281
C 24.406 15.054 16.978
O 23.747 13.785 17.124
P 23.647 12.817 15.866
O 22.725 13.262 14.801
O 25.176 12.624 15.408
C 26.115 12.117 16.346
O 23.358 11.342 16.453
C 22.215 11.080 17.252
H 23.576 15.757 17.085
H 24.922 15.191 16.030
H 25.029 15.200 17.860
H 27.071 12.061 15.826
H 25.881 11.123 16.722
H 26.252 12.866 17.128
H 22.529 10.782 18.252
H 21.662 10.224 16.862
H 21.500 11.901 17.276
C 12.984 18.511 13.648
O 13.396 19.438 14.630
P 14.652 19.071 15.558
O 15.166 20.160 16.398
O 14.103 17.826 16.391
C 14.128 16.488 15.875
O 15.771 18.465 14.606
C 17.102 18.250 15.053
H 13.795 17.915 13.231
H 12.524 19.038 12.812
H 12.200 17.932 14.142
H 13.201 16.008 16.182
H 14.886 15.886 16.387
H 14.391 16.355 14.828
H 17.278 18.573 16.082
H 17.840 18.826 14.496
H 17.475 17.226 15.096
*
```

Results of the Löwdin charge analysis, in e, for atoms 1 through 8: 1.3111, 0.6402, -0.3823, -0.3684, -0.3233, -0.2761, -0.1670, -0.2000

***

(2)
Molecular formula: C13H11ClS
Method: DFT, wB97M-V/def2-TZVPD

**Energy above the lowest of the compared OMol25 structures with the same formula, charge and spin**: 36.9 kcal/mol
**Highest occupied orbital energy**: -6.924 eV
**HOMO-LUMO gap**: 5.97 eV

Structure (ORCA input):
```
! wB97M-V def2-TZVPD RIJCOSX def2/J DEFGRID3
* xyz 0 1
C 1.166 0.025 -1.740
C 0.556 1.284 -1.853
C -0.763 1.581 -2.084
C -1.859 0.711 -2.185
C -1.875 -0.677 -2.168
C -0.779 -1.545 -2.056
C 0.538 -1.226 -1.843
H 2.265 0.009 -1.900
H 1.257 2.132 -1.809
H -1.013 2.634 -2.235
H -2.837 1.190 -2.299
H -2.863 -1.140 -2.266
H -1.013 -2.604 -2.187
H 1.241 -2.071 -1.810
Cl -0.754 -2.673 3.334
C -0.071 -1.194 2.801
C -0.675 0.019 3.165
C -0.058 1.240 2.822
C 1.075 1.248 2.020
C 1.553 0.034 1.492
S 2.666 0.044 0.239
C 1.098 -1.208 2.034
H -1.586 -0.007 3.761
H -0.481 2.169 3.202
H 1.596 2.159 1.758
H 1.617 -2.134 1.803
*
```

Results of the natural (NBO) charge analysis, in e, for atoms 1 through 8: -0.1779, -0.1594, -0.1872, -0.1759, -0.1759, -0.2073, -0.0962, 0.2566

***

(3)
Molecular formula: C41H49BBr4N11O3SiY
Method: DFT, wB97M-V/def2-TZVPD

**Energy above the lowest of the compared OMol25 structures with the same formula, charge and spin**: 15.6 kcal/mol
**Highest occupied orbital energy (alpha / beta)**: -4.521 / -4.521 eV
**HOMO-LUMO gap (alpha / beta)**: 6.82 / 5.82 eV

Structure (ORCA input):
```
! wB97M-V def2-TZVPD RIJCOSX def2/J DEFGRID3
* xyz -1 2
Y 0.115 0.366 -1.153
C 3.006 0.057 1.431
C 2.520 1.443 1.156
C 3.094 2.675 1.506
C 2.219 3.624 1.023
N 1.194 2.984 0.433
N 1.374 1.642 0.516
B -0.074 3.648 -0.176
N -1.349 2.862 0.256
C -2.587 3.369 0.416
C -3.459 2.329 0.639
C -2.666 1.175 0.571
C -3.091 -0.251 0.683
N -1.397 1.500 0.347
N -0.023 3.648 -1.728
C -0.423 4.597 -2.594
C -0.544 4.025 -3.839
C -0.218 2.675 -3.651
C -0.196 1.582 -4.667
N 0.096 2.452 -2.383
N -0.143 5.068 0.402
C -0.556 5.389 1.651
C -0.206 6.694 1.888
C 0.448 7.106 0.704
C 1.070 8.434 0.395
N 0.493 6.123 -0.180
H 4.038 0.069 1.783
H 2.946 -0.539 0.518
H 2.383 -0.411 2.197
H 4.020 2.842 2.035
H 2.260 4.703 1.049
H -2.764 4.430 0.344
H -4.526 2.385 0.791
H -4.169 -0.336 0.542
H -2.839 -0.656 1.664
H -2.605 -0.865 -0.081
H -0.563 5.613 -2.264
H -0.842 4.502 -4.760
H 0.586 1.759 -5.409
H -1.157 1.529 -5.178
H -0.016 0.611 -4.213
H -1.053 4.665 2.281
H -0.397 7.275 2.780
H 0.476 9.250 0.809
H 1.152 8.570 -0.683
H 2.075 8.506 0.820
Br -2.392 -4.484 -5.714
C -2.309 -2.953 -4.605
C -3.150 -1.874 -4.812
Br -4.444 -1.907 -6.193
C -3.032 -0.738 -3.990
Br -4.097 0.807 -4.243
C -2.091 -0.654 -2.965
O -1.886 0.411 -2.241
C -1.270 -1.805 -2.700
O -0.442 -1.730 -1.681
C -1.371 -2.898 -3.554
Br -0.176 -4.334 -3.212
C -4.012 -5.582 0.357
C -4.078 -5.238 1.702
C -3.151 -4.374 2.260
C -2.128 -3.843 1.470
C -2.056 -4.190 0.121
C -2.998 -5.051 -0.425
N -1.187 -2.935 2.044
N -1.413 -2.631 3.309
C -0.887 -1.490 3.884
C -0.932 -1.450 5.295
C -0.537 -0.308 5.949
C -0.111 0.795 5.209
C -0.092 0.670 3.833
N -0.447 -0.440 3.179
H -4.748 -6.248 -0.078
H -4.864 -5.643 2.329
H -3.204 -4.099 3.303
H -1.304 -3.771 -0.531
H -2.930 -5.293 -1.481
H -1.285 -2.325 5.827
H -0.565 -0.266 7.032
H 0.185 1.720 5.685
H 0.233 1.495 3.207
C 0.648 -5.473 2.423
Si 1.446 -3.822 2.109
C 2.114 -3.196 3.736
C 2.813 -3.938 0.852
C 0.117 -2.679 1.387
H 1.378 -6.177 2.841
H 0.233 -5.909 1.508
H -0.168 -5.358 3.143
H 2.929 -3.850 4.069
H 1.335 -3.205 4.506
H 2.506 -2.178 3.665
H 3.644 -4.548 1.226
H 3.201 -2.940 0.618
H 2.450 -4.378 -0.083
H 0.060 -2.841 0.316
H 0.373 -1.639 1.552
C 2.560 -1.200 -3.722
C 3.002 -0.277 -2.589
C 4.258 -0.860 -1.937
C 3.332 1.112 -3.132
O 1.981 -0.181 -1.638
H 3.325 -1.265 -4.502
H 1.636 -0.836 -4.177
H 2.360 -2.200 -3.332
H 5.080 -0.944 -2.655
H 4.040 -1.856 -1.537
H 4.582 -0.215 -1.112
H 4.112 1.061 -3.899
H 3.680 1.754 -2.316
H 2.444 1.575 -3.565
*
```

Results of the Löwdin charge analysis, in e, for atoms 1 through 8: 1.5028, -0.0241, -0.3384, -0.0151, -0.0554, 0.0298, 0.0210, -0.6419